# 1
ORCA calculation (ωB97M-V/def2-TZVPD) on a 3-piece molecular cluster, CHF2NO2 overall at a distorted geometry.

Properties
Relative energy (zero: lowest compared OMol25 entry of this formula, charge and spin)   93.4 kcal per mole
Gap between HOMO and LUMO (alpha / beta)   10.69 / 9.69 eV
Electronic energy   -443.4314 Eh

Geometry (Å):
C1 -0.811155 -1.151398 0.090482
N1 2.361769 -0.301485 0.522195
O1 -1.747074 -0.661219 -0.368276
O2 0.145590 -1.611378 0.558024
F1 1.525366 0.771877 0.296416
F2 2.543263 -0.889419 -0.664668
H1 -0.325062 1.455344 0.507122

Cartesian forces, eV/Å:
C 0.5 -0.1 0.3
N 0.2 0.5 0.4
O -0.6 0.0 -0.3
O -0.4 -0.3 0.0
F 1.0 -0.9 -0.4
F -0.3 0.5 0.0
H -0.4 0.3 0.1

***

# 2
ORCA calculation (ωB97M-V/def2-TZVPD) on one molecule with the formula CHF2NS at a distorted geometry.

Properties
Relative energy (zero: lowest compared OMol25 entry of this formula, charge and spin)   2.7 kcal per mole
2S+1   3
Gap between HOMO and LUMO (alpha / beta)   7.27 / 8.72 eV
<S²>   2.04
Electronic energy   -691.1432 Eh

Geometry (Å):
C1 -0.010249 0.661025 0.061429
N1 1.133382 1.160771 0.451318
F1 2.035231 0.345988 1.065375
F2 -0.457507 3.088484 -0.062856
S1 -1.155246 1.723795 -0.577207
H1 -0.564361 -0.300150 0.090324

Cartesian forces, eV/Å:
C -0.7 -0.6 0.7
N -0.2 0.8 -0.6
F -0.5 -0.9 -0.2
F 1.2 3.1 1.3
S -1.3 -2.2 -1.9
H 1.5 0.0 0.6